Below is a 2-piece molecular cluster, C30H47Cl4F2IN3O2S2 overall in a non-equilibrium geometry, with properties calculated with ωB97M-V/def2-TZVPD.

For the HOMO energy, the calculation gives -10.9 eV. The lowest unoccupied orbital energy comes out at -2.97 eV. The total charge is +1.

Each line ends with the Mulliken charge.
Atoms and positions in Å:
H1 -2.61628 4.71320 -1.51907  0.271
H2 -1.75051 2.73092 -2.97210  0.322
H3 2.48933 2.48321 -5.09874  0.288
C1 3.30975 3.77633 1.33389  -0.508
H4 4.79585 0.24994 -2.74221  0.273
H5 2.12430 0.56729 -3.33294  0.227
H6 -3.57571 1.67939 -1.20599  0.309
H7 -0.86306 -4.03966 1.36254  0.425
Cl1 -8.42731 -0.70255 3.01311  -0.091
H8 -0.74901 0.07335 0.53833  -0.036
H9 0.59775 0.39463 -5.27338  0.273
H10 2.92919 -0.60787 4.84509  0.269
C2 -3.34930 3.95067 -1.00129  -0.937
C3 1.10097 1.13581 -3.09386  -0.091
H11 -3.65030 4.29252 0.09941  0.289
C4 -0.62641 -2.24620 -2.60054  -0.301
C5 0.98076 0.21926 6.39607  -0.352
C6 -1.30075 0.57547 -2.14341  -1.185
C7 4.13071 2.10715 -1.39866  0.630
Cl2 -7.55722 0.23844 5.62525  -0.083
H12 -3.70418 -2.47050 1.83466  0.334
C8 2.72796 2.28470 1.00133  -0.201
H13 -4.35269 3.85160 -1.64025  0.261
O1 1.62922 -1.11905 6.59040  -0.408
H14 1.63226 -2.32049 -0.63277  0.776
H15 -3.81509 -4.32393 2.15822  0.401
C9 4.71375 3.64379 -1.08371  -0.602
H16 1.73417 0.99889 5.91055  0.229
H17 5.45750 4.17179 -1.84734  0.246
C10 0.44096 1.35925 -4.61663  -0.396
C11 0.91306 -0.35531 -0.76162  -0.036
N1 0.19389 0.43987 0.30307  -0.225
H18 0.86499 -2.63063 3.68364  0.264
C12 1.33911 2.60818 -5.27348  -0.954
I1 0.73847 4.55164 -4.35453  0.030
H19 5.75638 1.88159 -3.08824  0.394
H20 -2.18325 -1.50863 0.15156  0.115
H21 1.99560 1.77271 1.79305  0.154
F1 0.70535 -1.97038 1.03137  0.232
C13 0.23455 0.01200 -2.20566  0.844
H22 -0.65854 1.75483 -4.58489  0.242
C14 4.31647 4.51257 0.26258  -0.445
O2 0.27763 -1.20233 -3.08779  -0.434
C15 -1.83219 -2.55198 -0.23198  -0.600
C16 -2.72966 2.43698 -0.88624  -0.334
H23 0.57982 0.66206 7.42573  0.291
C17 4.70332 1.41764 -2.77044  -0.811
H24 -0.93672 -4.48456 -3.06461  0.319
C18 -3.05010 -3.41502 2.08618  -0.698
F2 1.78395 -4.85179 -4.54097  -0.331
Cl3 -6.30138 1.27373 3.21346  -0.095
H25 -1.36681 0.38892 6.01938  0.381
C19 2.53872 -0.12331 -0.67086  -0.152
C20 -0.23341 -3.61574 -3.48052  -0.913
H26 -2.63866 -2.88749 -1.04629  0.346
N2 -0.42624 -1.35145 4.96175  -0.162
H27 2.77844 -2.44344 5.24686  0.294
H28 -0.54418 2.73401 -1.46110  0.229
H29 3.03218 4.34930 2.32351  0.310
N3 0.73330 -1.82768 -0.34282  -0.138
H30 0.99582 -0.70445 3.42316  -0.268
H31 4.72949 5.60254 0.48517  0.295
C21 3.06360 1.37517 -0.33616  -0.112
C22 -1.46160 2.19219 -1.94882  -0.410
H32 -2.38971 2.13570 0.20766  0.072
C23 0.87350 -1.57209 4.21938  0.318
Cl4 -5.81692 -1.47303 4.04160  -0.044
C24 -7.02570 -0.16586 3.97333  0.289
H33 2.99227 -0.83187 0.17730  0.367
H34 1.47679 -4.63301 -2.35200  0.154
C25 -0.38305 -2.56740 -1.01258  -0.104
H35 0.21485 1.46769 0.14218  0.399
S1 -2.14786 -3.33528 3.72821  -0.143
H36 2.09121 -3.11819 -3.29434  0.050
C26 1.35149 -4.02317 -3.36986  0.113
C27 2.17888 -1.42926 5.25419  -0.539
H37 3.97318 1.68742 -3.67417  -0.047
H38 -1.79248 0.31728 -3.20025  0.557
H39 -0.05428 -3.71838 -0.98087  0.489
H40 1.11411 2.74850 -6.42379  0.470
H41 -0.45297 -3.37423 -4.60418  0.438
S2 -2.62592 -0.31783 3.43247  -0.116
H42 -2.31239 -4.71751 0.36510  0.311
C28 -0.38596 0.08377 5.44348  -0.453
C29 -1.64592 -1.56398 4.08793  0.020
H43 3.02823 -0.52935 -1.68116  0.056
H44 1.26762 2.14102 -2.51891  0.193
H45 -1.99130 0.06137 -1.34493  -0.177
C30 -1.91626 -3.74703 0.93554  -0.588
H46 -1.77540 -2.06405 -2.86983  0.451
H47 -0.21404 0.82971 4.53906  0.210

Below is C30H47CoO17 as an isolated structure in a non-equilibrium geometry, with properties calculated with ωB97M-V/def2-TZVPD.

For the HOMO energy (spin up / spin down), the calculation gives -11.1 / -11.2 eV. Its expectation value of S² is 3.757. Its multiplicity is 4. The lowest unoccupied orbital energy (spin up / spin down) comes out at -1.63 / -1.67 eV. The total charge is +1.

Each line ends with the Mulliken spin population.
Atoms and positions in Å:
C1 6.72370 9.68450 10.40287  0.000
H1 12.95658 11.50708 14.94938  0.000
H2 8.56244 11.09778 6.24934  0.000
O1 6.42313 13.47233 8.81402  0.000
C2 10.29546 13.02266 8.16114  0.000
C3 9.69587 18.19278 15.21993  -0.001
C4 10.41323 15.04966 19.12075  0.002
H3 7.31025 7.91244 9.54132  0.000
H4 9.06074 13.11708 5.63349  0.000
C5 6.30495 9.98190 16.20086  0.001
O2 10.31539 19.39872 14.90471  0.000
H5 11.44177 17.89030 19.48016  0.000
O3 9.34635 9.22204 12.49512  0.000
H6 9.51583 16.10782 20.77311  0.000
C6 9.56011 11.30057 6.67497  0.000
C7 8.38389 9.06651 11.85305  0.000
C8 11.04295 12.21270 14.24892  0.001
H7 10.92730 16.49522 12.40812  0.000
H8 6.94541 10.08969 9.41782  0.000
C9 7.26575 16.79835 8.96324  0.000
C10 12.71238 11.37176 12.76988  0.000
H9 7.61794 14.60719 12.63675  0.004
H10 7.50036 8.76700 17.55439  0.000
O4 10.39394 11.76777 13.22253  0.005
O5 6.41178 15.64324 9.18176  0.000
H11 10.13974 10.37147 6.41822  0.000
H12 8.25202 10.90541 15.42088  -0.001
H13 5.74766 7.71850 10.34099  0.000
C11 6.82419 15.01748 14.61720  -0.013
H14 13.00361 13.07474 14.23902  0.000
O6 10.26665 17.21001 14.54084  0.010
C12 11.55528 17.68465 14.07133  0.000
O7 10.56143 12.61346 15.31609  0.018
O8 7.33330 10.66611 18.19677  -0.002
H15 9.44352 16.23483 8.54071  0.000
H16 5.20135 10.22145 16.04994  0.000
C13 11.32236 11.54456 12.06836  0.000
H17 6.90844 17.79528 10.83805  0.000
H18 10.65708 12.58304 5.17202  0.000
O9 10.58386 13.50154 6.93845  0.000
O10 8.41577 12.50070 17.56622  0.039
H19 10.83311 19.41459 12.88255  0.000
C14 11.86702 16.86192 12.87826  -0.001
H20 5.87279 9.24579 18.16339  0.000
H21 9.60743 18.11552 19.29617  0.000
H22 9.52157 14.37548 19.21314  0.001
H23 10.91652 10.68213 11.50022  0.000
O11 7.31211 14.01127 15.42557  0.129
H24 11.30861 14.49535 19.09170  0.000
H25 11.33718 16.22222 20.74188  0.000
C15 6.96169 14.51110 8.73761  0.000
H26 6.97243 7.51252 12.53479  0.000
H27 8.16990 6.99653 11.44727  0.000
C16 12.56634 12.08148 14.13374  0.001
H28 12.11296 19.74544 14.04722  0.000
C17 9.99158 12.61315 5.99841  0.000
H29 6.66223 17.56604 8.49212  0.000
C18 6.72701 8.18704 10.37520  0.000
C19 6.65997 14.64786 13.17981  0.003
C20 10.44276 16.19617 20.17656  0.000
Co1 9.06788 13.83617 15.95227  2.734
H30 6.68135 9.14231 15.57885  0.000
H31 12.41377 15.94117 13.21942  0.000
H32 7.45545 15.95419 14.67890  0.009
H33 11.22957 12.50843 11.64626  0.000
O12 8.14791 14.69677 8.20231  0.000
H34 6.82562 11.97473 15.28224  -0.001
O13 10.35329 15.13240 16.72216  0.018
C21 7.77563 17.43406 10.28101  0.000
H35 12.90789 10.33474 12.87544  0.000
H36 8.45944 18.25597 10.08410  0.000
C22 7.66843 11.59040 17.30263  -0.003
O14 7.88430 10.07338 11.12855  0.000
C23 7.57561 7.83426 11.69297  0.000
C24 9.50886 11.73004 8.12447  0.000
H37 6.18909 13.62226 13.12487  -0.001
C25 8.42094 16.13846 8.14058  0.000
H38 8.43303 12.02384 8.34881  0.000
H39 5.89993 15.36708 15.06823  0.004
O15 8.88304 18.10051 16.13128  -0.001
H40 8.32570 16.47050 7.05835  0.000
C26 10.41180 15.72874 17.80314  0.029
H41 12.48539 17.37192 12.09505  0.000
O16 10.55176 16.98074 17.89467  0.005
H42 9.85749 10.98094 8.86691  0.000
O17 10.55998 13.64206 9.14668  0.000
H43 8.16461 16.66894 11.00358  0.000
C27 6.72904 9.56501 17.57746  0.000
H44 6.01254 15.31552 12.57435  0.000
C28 7.24988 11.18830 15.87585  0.006
C29 11.24108 19.16616 13.89778  0.000
H45 13.50414 11.75167 12.14790  0.000
H46 12.16977 17.58653 14.93363  0.000
H47 5.87093 10.18466 10.87886  0.000
C30 10.47302 17.43086 19.28693  0.001

Below is a 3-piece molecular cluster, C30H47FN3O7 overall, with properties calculated with ωB97M-V/def2-TZVPD.

For the HOMO energy, the calculation gives -12.1 eV. The lowest unoccupied orbital energy comes out at -3.24 eV. The total charge is +1.

Each line ends with the Mulliken charge.
Atoms and positions in Å:
C1 -0.08785 0.98731 -0.92080  -0.909
N1 -5.25428 1.23841 -0.31477  -0.220
O1 7.43128 5.10568 0.51634  -0.353
H1 0.32144 1.61644 -0.13453  0.602
C2 -2.85304 -2.88949 -1.65296  -0.579
C3 4.68832 -1.07902 -0.63691  -0.856
C4 -0.75934 1.70483 2.59758  -0.987
C5 -2.64728 -1.68620 -0.75545  0.586
H2 5.06286 -2.12211 5.47987  0.399
H3 -1.82860 2.72533 1.11962  0.451
C6 -0.08697 -2.96652 -4.95283  -0.494
H4 -5.24291 -3.65472 -0.73962  0.425
O2 5.21440 5.26165 0.91372  -0.564
H5 -5.32614 -1.04883 -1.53700  0.119
O3 3.90476 -0.57350 2.70650  -0.269
C7 -1.26888 0.23044 -0.38775  0.257
H6 0.92727 -1.12372 -3.13350  0.137
H7 0.94200 -0.92127 -0.97498  0.449
H8 -3.14581 0.55639 3.09517  0.441
C8 -1.87813 -2.96129 -2.80340  -0.647
H9 5.72406 -1.40712 -0.57812  0.347
C9 3.80622 -1.31638 3.93771  -0.218
H10 -1.43797 -1.54406 -5.85528  0.431
H11 3.20854 -2.21343 3.77779  0.331
H12 -0.39668 1.66337 -1.72393  0.335
C10 -3.05633 -0.27060 1.13535  1.464
H13 -0.12472 2.54283 2.86196  0.336
C11 6.21209 4.61545 0.71869  0.760
C12 -6.09756 -1.73761 -1.18764  -0.183
H14 -6.18112 1.44000 -0.66064  0.253
H15 -6.46040 -3.10345 0.37105  0.570
C13 -1.22976 -2.17787 -5.00412  -0.715
C14 -3.81707 0.08219 2.38162  -2.242
H16 -3.00196 -1.56157 -3.97831  0.394
H17 2.00043 0.47424 -1.14833  -0.325
H18 -4.18087 -0.81010 2.88122  0.675
O4 4.35455 -2.48360 1.57799  -0.554
H19 3.30488 2.02713 -0.27058  -0.357
C15 -3.39876 -1.41370 0.37150  0.874
H20 -1.10552 -1.05615 -1.92772  -0.603
C16 -2.11168 -2.18143 -3.93470  -0.025
H21 4.50027 3.02022 1.70065  0.328
H22 5.76363 -0.74103 4.61729  0.294
H23 -5.01495 -1.95264 1.68403  0.320
H24 -5.72127 2.71120 1.11364  0.503
C17 4.20155 2.63241 -0.40646  -0.419
H25 1.04329 -4.35504 -3.78321  0.408
C18 -1.97756 0.55631 0.75158  1.090
O5 -6.15750 0.16224 2.15759  -0.580
C19 5.03932 2.59641 0.85316  -0.100
H26 -3.85587 -2.81512 -2.07664  0.102
H27 -5.09678 1.69396 3.03578  0.368
C20 -1.52982 1.75776 1.51371  -1.399
C21 0.14777 -3.74958 -3.83387  -0.824
H28 0.11034 0.24539 -3.28981  0.383
C22 -5.02331 1.02055 2.17513  0.601
H29 -4.59947 1.51110 -1.03399  0.183
C23 5.16816 -1.64747 4.50488  -1.170
H30 -4.01813 2.45004 0.86342  0.141
H31 -2.85334 -3.79920 -1.04940  0.727
H32 -6.89353 0.61793 1.73482  0.351
H33 -0.75209 0.86664 3.28617  0.274
C24 -5.59498 -2.77339 -0.20433  -0.955
H34 7.00632 6.91089 -0.41782  0.293
H35 3.90136 3.65148 -0.64770  0.466
H36 -6.49842 -2.25290 -2.06596  0.373
N2 -1.64406 -0.85603 -1.08630  0.512
N3 0.96486 -0.13689 -2.90024  -0.579
O6 6.28597 3.28468 0.67260  -0.391
C25 -4.50871 -2.34316 0.81321  -1.464
H37 -4.01523 -3.26936 1.13256  0.485
H38 8.55518 6.78581 0.44489  0.233
H39 5.30193 1.57638 1.10640  0.174
C26 -0.73322 -3.75164 -2.76363  -0.029
O7 4.29470 -0.45219 0.59014  -0.034
C27 -4.97113 1.93096 0.94498  -1.170
H40 -0.54318 -4.36749 -1.89293  0.474
H41 0.60148 -2.95763 -5.78655  0.401
H42 7.04450 6.97021 1.36350  0.300
C28 4.19983 -1.29340 1.62751  0.539
H43 5.71090 -2.32597 3.84845  0.307
H44 4.04063 -1.92325 -0.86479  0.338
F1 -7.15452 -1.01138 -0.64906  -0.365
H45 4.59057 -0.32782 -1.41612  0.234
C29 1.03404 0.06728 -1.43574  -0.207
C30 7.49956 6.53517 0.47697  -0.642
H46 3.25873 -0.66494 4.61614  0.306
H47 4.76871 2.24457 -1.25446  0.289